(one)
Here is a structure of composition C6H14N2 from the OMol25 dataset. Energies are from ωB97M-V/def2-TZVPD.

Element x y z (Å)
C (0.12454, 2.23959, -0.42468)
C (-0.72462, 1.28864, 0.43170)
C (0.17548, 0.29454, 1.20482)
C (1.13238, -0.53616, 0.34294)
N (-0.44514, -3.41513, -1.57688)
C (0.40156, -2.49268, -0.89809)
C (0.55369, -1.14784, -0.89760)
N (-1.82494, 2.23894, 1.06830)
H (0.79751, 2.79911, 0.23201)
H (-0.55360, 3.00267, -0.80425)
H (0.65754, 1.75911, -1.23752)
H (-1.23152, 0.59937, -0.26033)
H (-0.42101, -0.33048, 1.87008)
H (0.77409, 0.91147, 1.88962)
H (1.59643, -1.23562, 1.04351)
H (1.96072, 0.13361, 0.08047)
H (-0.89812, -2.97873, -2.39043)
H (-0.81569, -3.02270, -0.58468)
H (1.12949, -3.09119, -0.33852)
H (0.87324, -0.67883, -1.83297)
H (-2.41364, 1.55830, 1.55986)
H (-0.84839, 2.10399, 1.52263)

## Properties
highest occupied orbital energy = -8.411 eV
LUMO level = 0.772 eV
molecular weight = 114.19 g mol⁻¹

(two)
Here is a cluster of 2 separate species, C6H14N2 in total from the OMol25 dataset. Energies are from ωB97M-V/def2-TZVPD.

Element x y z (Å)
C (-0.17156, -0.71164, -0.66246)
C (1.49548, -0.24887, 1.30100)
C (-0.24039, -2.22183, -0.50449)
C (0.05235, -0.33505, -2.13098)
C (-0.47655, 1.25366, 0.47179)
C (0.35932, 0.08048, 0.38514)
N (-1.71719, 1.25713, 1.26563)
N (0.15431, 2.49481, 0.67303)
H (-1.11908, 0.55045, -0.61968)
H (-2.37317, 0.56797, 0.92338)
H (-1.48879, 1.02164, 2.22882)
H (1.03584, 2.65443, 0.21159)
H (-0.47757, 3.27017, 0.80565)
H (1.48225, 0.36776, 2.20248)
H (1.44371, -1.29858, 1.60614)
H (2.47297, -0.12060, 0.81966)
H (-1.11375, -2.61066, -1.03465)
H (0.63705, -2.71625, -0.93803)
H (-0.31623, -2.52270, 0.54053)
H (-0.66982, -0.81511, -2.79603)
H (-0.02245, 0.73873, -2.30302)
H (1.05328, -0.65595, -2.44552)

## Properties
highest occupied orbital energy = -7.288 eV
LUMO level = 0.916 eV
molecular weight = 114.19 g mol⁻¹

Most stable structure, least stable structure: (two), (one).